1.
Density functional theory data (wB97M-V/def2-TZVPD) for 3 unconnected molecules or ions with the total composition C24H54N3O11P3S2 in a non-equilibrium geometry.

Geometry (Å):
C -6.346 -3.871 2.400
C -5.397 -2.988 1.540
C -3.920 -3.382 1.747
N -3.255 -3.818 0.522
P -3.338 -5.618 0.245
C -3.079 -5.289 -1.549
C -1.639 -4.840 -1.918
C -1.489 -3.320 -2.152
S -0.223 -2.717 -1.014
C 0.171 -1.096 -1.542
S -0.925 -0.124 -2.252
N 1.500 -0.777 -1.253
C 2.417 -1.261 -2.327
C 3.156 -2.546 -1.896
C 1.694 0.654 -0.938
C 2.902 0.764 -0.005
C -1.992 -5.905 1.507
C -1.226 -7.211 1.420
C -1.553 -8.315 2.402
N -0.288 -7.440 0.594
C -3.655 -7.502 -0.017
C -4.934 -7.732 -0.766
O -5.919 -7.082 -0.657
O -4.949 -8.851 -1.625
C -4.270 -8.656 -2.820
C -2.857 -9.148 -2.915
O -4.821 -8.145 -3.737
H -5.893 -4.828 2.661
H -6.606 -3.375 3.335
H -7.266 -4.104 1.865
H -5.597 -1.971 1.869
H -5.720 -3.126 0.512
H -3.872 -4.100 2.576
H -3.393 -2.491 2.096
H -2.301 -3.479 0.485
H -4.655 -5.523 0.733
H -3.358 -6.115 -2.202
H -3.752 -4.472 -1.795
H -0.960 -5.117 -1.110
H -1.324 -5.361 -2.818
H -1.093 -3.172 -3.157
H -2.424 -2.771 -2.108
H 1.783 -1.555 -3.162
H 3.110 -0.474 -2.606
H 2.844 -3.402 -2.490
H 2.897 -2.794 -0.869
H 4.238 -2.438 -1.949
H 0.834 0.968 -0.355
H 1.834 1.252 -1.838
H 2.811 0.018 0.785
H 3.823 0.515 -0.535
H 2.951 1.751 0.448
H -2.430 -5.827 2.503
H -1.252 -5.106 1.456
H -0.857 -8.272 3.239
H -2.574 -8.219 2.769
H -1.443 -9.261 1.879
H -0.135 -6.614 0.011
H -2.877 -7.978 -0.609
H -3.786 -8.027 0.931
H -2.616 -9.362 -3.950
H -2.205 -8.339 -2.580
H -2.657 -10.006 -2.279
C 2.851 7.592 2.472
O 2.710 6.157 2.436
P 1.274 5.561 1.980
O 0.316 5.994 3.022
O 1.741 4.030 2.106
C 2.468 3.571 3.243
O 0.468 5.265 0.633
C -0.957 5.176 0.712
H 3.912 7.825 2.524
H 2.433 8.045 1.575
H 2.356 7.990 3.356
H 2.084 3.996 4.171
H 3.524 3.811 3.130
H 2.365 2.488 3.282
H -1.405 6.145 0.917
H -1.254 4.458 1.473
H -1.296 4.833 -0.264
C 7.159 10.745 0.614
O 6.082 11.543 0.084
P 4.893 10.771 -0.701
O 5.524 10.184 -1.905
O 4.057 12.105 -1.006
C 4.701 13.278 -1.500
O 3.566 9.944 -0.371
C 3.046 9.043 -1.346
H 7.706 11.364 1.320
H 6.785 9.865 1.133
H 7.823 10.443 -0.194
H 5.452 13.028 -2.250
H 5.156 13.834 -0.682
H 3.932 13.897 -1.956
H 3.694 8.177 -1.464
H 2.911 9.546 -2.300
H 2.080 8.697 -0.981

Cartesian forces, eV/Å:
0.1 0.1 -0.1
-0.8 -1.1 0.9
0.1 1.1 -0.3
-0.1 -0.7 0.1
-0.7 1.0 0.2
0.4 0.0 -0.6
-0.5 0.4 0.5
0.2 -0.2 -0.6
0.5 -0.2 0.0
-0.4 0.0 -0.1
-0.1 0.1 -0.1
-0.3 0.9 -0.4
-0.4 -1.6 0.7
0.1 0.1 0.1
0.6 -0.6 0.9
0.0 -0.3 -0.3
0.8 -0.6 -0.1
0.2 -0.4 0.2
-0.3 0.3 -0.5
-0.2 0.3 0.0
-0.2 -0.3 -0.7
0.0 0.1 0.2
-0.5 0.2 0.1
0.6 0.1 0.2
0.1 -0.5 -0.3
0.2 0.0 0.4
-0.4 0.5 -0.4
0.1 0.0 0.0
-0.1 0.0 0.1
-0.1 0.1 0.1
0.2 0.2 -0.4
0.4 0.3 -0.2
0.1 -0.2 -0.1
0.1 -0.1 0.1
-0.1 0.2 0.1
0.1 -0.1 0.0
0.0 -0.2 0.3
-0.2 0.0 0.1
0.2 -0.2 -0.2
0.1 -0.1 0.0
0.0 0.2 0.0
0.0 0.0 0.4
0.2 0.5 -0.4
-0.1 0.2 0.0
0.1 0.0 -0.1
0.0 0.1 0.1
0.0 -0.1 -0.1
-0.2 0.2 -0.4
-0.3 0.2 0.0
-0.1 0.1 0.1
0.1 0.3 0.0
0.2 0.1 -0.1
-0.3 0.1 -0.1
-0.1 0.2 -0.2
0.0 0.0 0.1
0.0 -0.1 0.2
0.1 -0.1 0.2
0.1 -0.1 0.0
0.3 -0.1 0.4
0.2 0.0 0.1
-0.1 0.0 -0.1
0.1 0.0 0.0
-0.1 0.0 0.0
0.0 0.1 0.2
-0.3 0.9 -2.5
-1.4 -3.1 3.8
0.1 0.6 -0.6
0.1 -0.1 -0.1
0.2 -0.1 0.0
1.7 1.4 -0.8
-0.5 0.2 -0.2
0.0 -0.2 -0.1
0.0 0.1 0.0
-0.1 -0.1 0.0
0.0 0.1 0.0
0.0 0.1 0.1
-0.1 0.0 -0.1
0.1 0.0 0.1
0.1 0.1 0.1
0.2 0.0 0.0
0.3 0.1 -0.1
-1.2 -1.7 1.8
-0.3 2.3 -4.8
0.1 -0.6 0.7
0.0 0.1 0.2
0.0 0.1 0.0
0.9 0.1 2.3
0.0 -0.6 -0.2
-0.1 0.1 0.0
0.0 0.0 0.0
-0.1 0.0 -0.1
0.0 0.0 0.0
0.1 0.0 0.0
0.0 -0.1 0.0
0.1 0.1 -0.1
0.1 0.0 0.0
0.0 0.2 0.2

Values from the calculation:
Highest occupied orbital energy (eV): -8.6
Electronic energy (Ha): -3759.1996
Gap between HOMO and LUMO (hartree): 0.3146

2.
Density functional theory data (wB97M-V/def2-TZVPD) for 2 unconnected molecules or ions with the total composition C6H13NO in a non-equilibrium geometry.

Geometry (Å):
C 2.715 -0.818 -0.831
C 1.650 -0.483 -0.040
N 1.088 0.730 -0.004
C -1.721 -1.154 0.653
C -1.435 0.149 0.026
C -0.202 0.979 0.579
C -0.490 2.458 0.314
O 1.272 -1.472 0.879
H 3.239 -1.751 -0.647
H 3.162 -0.068 -1.463
H 0.158 -1.913 -1.601
H -0.402 -2.091 -2.064
H 0.318 -1.444 1.050
H -1.678 -2.062 0.062
H -2.347 -1.224 1.533
H -1.309 0.138 -1.051
H -2.275 0.786 0.340
H -0.091 0.837 1.666
H -1.529 2.716 0.566
H -0.412 2.642 -0.765
H 0.290 3.042 0.796

Cartesian forces, eV/Å:
0.1 -0.4 0.1
0.1 1.1 0.5
-0.5 -0.4 -0.9
-0.1 -0.5 -0.7
-0.1 0.5 1.2
1.3 -0.1 0.0
-0.4 -0.3 -0.5
-0.2 -0.5 0.0
-0.1 0.1 -0.1
0.0 0.0 -0.1
0.1 0.0 -0.1
0.0 0.0 0.0
0.1 0.3 -0.1
0.2 0.0 0.1
0.2 0.2 0.2
-0.1 -0.2 -0.2
-0.1 0.1 -0.5
-0.7 -0.1 0.2
0.4 0.3 0.5
0.2 -0.1 0.1
-0.3 0.3 0.2

Values from the calculation:
Highest occupied orbital energy (alpha / beta) (eV): -1.8 / -1.7
⟨S²⟩: 0.76
ΔE to the lowest compared entry with this formula, charge and spin (kcal per mole): 58.4
Electronic energy (Ha): -366.2804
Spin multiplicity: 2
Gap between HOMO and LUMO (alpha / beta) (hartree): 0.2146 / 0.1863
Total charge: -1

3.
Density functional theory data (wB97M-V/def2-TZVPD) for C4H7NS3 in the gas phase in a non-equilibrium geometry.

Geometry (Å):
C 0.159 -0.873 0.353
C -0.179 0.450 -0.348
C -1.174 0.369 -1.533
C 0.820 0.966 -1.430
H 2.130 0.272 0.761
H -1.498 1.131 1.420
H -2.192 0.739 -1.412
H -1.190 -0.663 -1.925
H -0.604 2.208 -2.139
H 1.428 1.826 -1.148
H 1.450 0.188 -1.857
N -0.294 1.253 -2.334
S 1.691 -0.958 1.122
S -0.909 -2.075 0.572
S -0.482 1.786 0.830

Cartesian forces, eV/Å:
-0.7 0.9 0.4
0.5 -1.1 -0.4
0.0 -0.3 0.1
0.1 0.1 0.4
0.0 -0.3 0.1
0.0 0.2 0.1
0.1 -0.1 0.2
0.0 0.5 0.0
0.1 -0.2 -0.3
0.1 0.0 -0.1
0.1 -0.2 0.2
-0.5 0.6 -0.5
0.6 0.2 0.0
0.0 0.0 -0.3
-0.2 -0.3 0.0

Values from the calculation:
Highest occupied orbital energy (eV): -8.9
ΔE to the lowest compared entry with this formula, charge and spin (kcal per mole): 30.4
Electronic energy (Ha): -1405.8751
Gap between HOMO and LUMO (hartree): 0.3077

4.
Density functional theory data (wB97M-V/def2-TZVPD) for 2 unconnected molecules or ions with the total composition C4H9NO.

Geometry (Å):
C -1.688 -0.259 -1.972
C 0.579 0.186 -2.051
N -0.404 -0.038 -1.304
H -2.503 -0.155 -1.256
H -1.746 -1.269 -2.373
H -1.845 0.447 -2.791
H 0.563 0.200 -3.148
H 1.559 0.340 -1.593
O 0.091 -1.029 2.271
C 0.112 0.054 1.747
C 1.342 0.902 1.622
H -0.807 0.504 1.342
H 1.537 1.329 2.614
H 1.157 1.743 0.957
H 2.234 0.357 1.330

Cartesian forces, eV/Å:
-0.1 0.1 0.2
0.7 -0.1 0.1
-0.3 0.0 -0.3
0.1 0.1 0.0
0.1 -0.1 0.0
0.0 0.0 0.0
-0.3 0.1 0.0
-0.1 0.0 0.0
0.0 0.0 0.0
0.0 -0.3 -0.1
0.0 0.5 0.3
-0.1 0.0 0.1
0.0 -0.1 -0.1
0.1 0.0 -0.2
-0.1 -0.2 -0.1

Values from the calculation:
Highest occupied orbital energy (eV): -9.4
ΔE to the lowest compared entry with this formula, charge and spin (kcal per mole): 52.3
Electronic energy (Ha): -287.7492
Gap between HOMO and LUMO (hartree): 0.3822

5.
Density functional theory data (wB97M-V/def2-TZVPD) for a molecular structure, C19H20AlBrF9IO9S in a non-equilibrium geometry.

Geometry (Å):
C 3.918 0.920 1.743
C 2.425 0.985 1.395
I 1.474 2.013 3.036
C 1.694 -0.359 1.221
C 0.906 -0.506 -0.073
C 1.724 -0.770 -1.369
C 3.221 -0.459 -1.353
C 3.587 0.987 -1.626
C 5.077 1.120 -1.873
O 5.385 2.527 -1.868
C 6.297 2.881 -0.945
O 6.069 2.868 0.220
C -0.100 -1.701 0.087
C -1.597 -1.439 0.259
O -1.794 -0.894 1.546
C -2.257 -2.880 0.165
C -2.690 -3.413 1.485
O -1.987 -3.975 2.262
Br -4.557 -3.311 2.005
C -2.090 -0.515 -0.885
C -1.794 -1.261 -2.184
O -0.791 -0.904 -2.849
O -2.402 -2.213 -2.596
C -3.579 -0.041 -0.890
F -3.964 0.063 -2.178
F -4.370 -0.963 -0.298
C -3.836 1.375 -0.259
F -3.045 1.561 0.826
F -3.515 2.282 -1.186
C -5.314 1.639 0.188
F -6.166 1.078 -0.672
F -5.484 2.970 0.163
C -5.631 1.201 1.657
F -4.935 0.090 1.995
F -6.913 0.933 1.775
F -5.286 2.150 2.503
O -1.334 0.682 -1.052
S 0.008 1.037 -0.249
O -0.361 1.482 1.070
O 0.724 1.928 -1.081
H 4.218 -0.106 1.906
H 4.498 1.344 0.927
H 4.186 1.502 2.618
H 2.231 1.677 0.592
H 0.989 -0.522 2.023
H 2.409 -1.171 1.282
H 1.298 -0.201 -2.189
H 1.603 -1.805 -1.654
H 3.713 -0.828 -0.455
H 3.652 -1.036 -2.167
H 3.367 1.635 -0.790
H 3.056 1.337 -2.501
H 5.365 0.704 -2.830
H 5.622 0.640 -1.066
H 7.265 3.181 -1.346
H 0.164 -2.265 0.977
H -0.001 -2.378 -0.747
H -2.658 -0.468 1.617
H -1.525 -3.611 -0.156
H -3.090 -2.935 -0.524
Al -3.082 -3.864 4.366

Cartesian forces, eV/Å:
-0.2 0.0 -0.3
0.4 -0.5 0.8
-0.5 0.2 -0.5
0.3 0.3 0.1
-0.8 -0.9 -0.8
0.6 0.4 0.2
-0.1 0.1 -0.3
0.4 -0.3 0.0
-0.7 0.5 0.4
0.4 -0.3 -0.8
0.2 0.3 -0.1
-0.2 -0.2 0.9
-0.1 0.4 0.4
-0.2 -0.4 0.4
0.0 -0.1 -0.1
-0.5 0.3 -0.2
-0.3 0.2 -0.1
0.6 -0.2 0.7
-0.4 0.3 -0.5
-0.4 0.1 0.2
0.6 0.6 -0.5
0.4 0.6 0.1
-1.0 -1.3 -0.1
-0.2 0.3 -0.5
0.0 -0.1 0.3
0.2 -0.1 0.1
-0.2 0.0 -0.3
0.0 -0.1 0.1
0.0 -0.1 0.2
0.1 0.5 0.1
0.1 -0.2 0.1
0.0 -0.1 -0.1
-0.1 0.0 -0.1
0.1 -0.3 0.0
-0.1 0.0 0.0
0.0 0.1 0.1
0.6 -0.3 0.4
0.7 -0.2 -1.0
-0.6 0.4 1.2
-0.2 0.3 -0.2
0.1 -0.2 0.2
0.1 0.1 0.0
0.1 0.1 0.2
0.1 0.2 -0.1
-0.1 0.0 0.3
0.2 -0.2 -0.1
-0.3 0.1 -0.2
-0.1 -0.3 0.1
0.0 -0.1 0.2
0.0 -0.3 -0.1
-0.2 0.3 -0.1
-0.2 0.3 -0.1
0.2 -0.1 -0.2
0.2 -0.2 0.1
0.1 0.3 -0.3
0.2 -0.2 0.2
0.2 0.0 -0.3
-0.1 0.2 0.1
0.2 -0.1 -0.2
-0.1 0.1 -0.1
0.2 -0.2 0.3

Values from the calculation:
Highest occupied orbital energy (eV): -14.7
Electronic energy (Ha): -5823.4399
Gap between HOMO and LUMO (hartree): 0.0923
Total charge: +2

6.
Density functional theory data (wB97M-V/def2-TZVPD) for a molecular structure, C22H50InN3OP2S in a non-equilibrium geometry.

Geometry (Å):
In -0.332 -0.325 1.075
P 0.022 -2.057 -1.154
P 0.174 2.292 0.560
N 0.415 1.019 -2.635
C 0.868 -1.484 -2.654
H 1.743 -2.127 -2.813
H 0.206 -1.660 -3.506
C 1.371 -0.021 -2.720
H 2.222 0.111 -2.031
H 1.771 0.121 -3.745
C 0.854 2.335 -2.258
H -0.003 3.000 -2.510
H 1.688 2.577 -2.938
C 1.269 2.694 -0.819
H 1.441 3.775 -0.787
H 2.236 2.220 -0.619
C 1.029 3.097 2.019
C 2.165 2.211 2.546
H 2.931 2.011 1.789
H 1.799 1.248 2.923
H 2.656 2.720 3.390
C -1.319 3.323 0.248
C -2.497 3.007 1.193
H -3.436 3.057 0.621
H -2.569 3.744 2.006
H -2.441 2.003 1.637
C -1.589 -2.771 -1.762
C -2.329 -3.594 -0.696
H -3.351 -3.788 -1.054
H -2.413 -3.066 0.263
H -1.857 -4.572 -0.531
C 1.038 -3.511 -0.540
C 0.648 -3.923 0.890
H 1.352 -4.690 1.254
H -0.366 -4.348 0.932
H 0.696 -3.084 1.599
C 1.848 -0.618 0.787
O 2.994 -0.692 0.717
C -1.000 4.835 0.181
H 0.033 5.092 0.455
H -1.167 5.210 -0.838
H -1.668 5.404 0.842
C -1.507 -3.520 -3.107
H -2.358 -4.212 -3.198
H -1.564 -2.825 -3.954
H -0.592 -4.115 -3.216
C 1.084 -4.740 -1.454
H 1.777 -5.477 -1.022
H 0.108 -5.234 -1.539
H 1.459 -4.501 -2.456
C 0.073 3.481 3.159
H -0.510 2.615 3.511
H 0.664 3.847 4.016
H -0.621 4.285 2.877
H 1.475 4.017 1.607
H 2.057 -3.089 -0.502
H -1.610 2.995 -0.764
H -2.174 -1.851 -1.937
H -0.913 0.546 -1.690
H -1.633 0.510 -1.437
C -0.074 -2.830 6.305
C 0.864 -2.027 5.421
N 0.274 -1.616 4.100
C -0.653 -0.620 4.060
S -1.930 -0.631 2.913
N -0.573 0.356 5.023
C -1.764 0.899 5.679
C -1.379 1.311 7.095
H -0.973 -2.256 6.572
H 0.457 -3.092 7.229
H -0.385 -3.759 5.812
H 1.203 -1.122 5.940
H 1.765 -2.609 5.185
H 0.058 -2.411 3.502
H 0.322 0.447 5.465
H -2.123 1.762 5.103
H -2.568 0.156 5.683
H -0.799 2.233 7.106
H -2.293 1.483 7.671
H -0.805 0.539 7.614

Cartesian forces, eV/Å:
-0.3 0.1 -1.7
-0.5 -0.9 0.8
-0.5 0.5 0.7
-0.4 -0.4 0.4
0.2 0.7 -0.8
-0.1 0.1 0.1
0.0 0.0 0.1
1.1 -0.1 0.0
0.0 0.0 -0.1
0.2 -0.2 0.2
-0.9 0.7 -0.8
0.6 -0.3 0.0
0.0 0.3 0.2
1.1 -0.6 -0.4
0.0 -0.1 -0.1
0.0 0.1 0.2
0.1 -0.2 -0.1
0.2 0.1 0.1
-0.1 0.0 0.1
-0.1 0.1 0.0
-0.1 -0.2 -0.3
-0.2 -0.2 -0.2
-0.3 0.0 -0.1
0.3 0.0 0.3
0.1 -0.4 -0.2
0.0 0.2 -0.1
-0.3 0.6 0.0
-0.1 -0.1 -0.1
0.3 0.1 0.1
0.1 -0.1 -0.1
-0.1 0.3 0.0
0.2 0.4 0.2
0.0 -0.2 0.1
-0.3 0.3 -0.2
0.4 0.1 0.0
0.0 -0.1 -0.2
3.5 0.1 -0.8
-1.9 -0.1 0.6
0.0 0.3 -0.3
-0.3 0.0 -0.1
0.1 0.0 0.3
0.2 -0.2 -0.2
0.1 -0.1 -0.2
0.2 0.3 0.1
0.0 -0.2 0.2
-0.4 0.2 0.0
0.1 -0.2 0.0
-0.2 0.3 -0.1
0.3 0.2 0.0
-0.1 -0.1 0.1
-0.1 0.0 0.1
0.1 0.2 -0.1
-0.2 -0.1 -0.4
0.2 -0.3 0.1
-0.1 -0.3 0.1
-0.2 -0.1 0.0
0.0 0.0 0.3
0.0 -0.3 0.1
-0.6 0.1 -0.1
-0.4 -0.1 0.4
-0.2 0.0 -0.1
0.7 0.2 -0.4
-0.7 0.3 0.6
0.3 0.0 1.9
-0.7 -0.2 1.2
-0.3 -1.6 -2.0
0.0 0.7 0.0
-0.4 0.1 0.1
0.2 -0.2 -0.1
-0.2 0.0 -0.2
0.0 0.2 0.1
0.0 -0.4 -0.2
-0.2 0.2 0.0
0.0 0.4 0.0
0.0 0.0 0.5
-0.1 -0.1 0.2
0.3 0.0 0.0
0.0 0.0 0.0
0.2 0.1 0.0
-0.1 -0.1 -0.1

Values from the calculation:
Highest occupied orbital energy (alpha / beta) (eV): -14.6 / -11.7
Electronic energy (Ha): -2378.1361
Gap between HOMO and LUMO (alpha / beta) (hartree): 0.2975 / 0.2002
Total charge: +2